{"formula": "C34H41I2N7OPPd", "method": "wB97M-V/def2-TZVPD", "species": ["Pd", "I", "C", "C", "C", "I", "C", "C", "C", "C", "N", "C", "C", "O", "H", "H", "H", "H", "C", "N", "C", "C", "N", "C", "C", "N", "C", "C", "N", "C", "N", "C", "C", "C", "N", "C", "H", "H", "H", "H", "H", "H", "H", "H", "H", "H", "H", "H", "H", "H", "H", "H", "H", "H", "H", "H", "H", "H", "H", "H", "C", "P", "C", "C", "C", "C", "C", "C", "C", "C", "C", "C", "C", "C", "H", "H", "H", "H", "H", "H", "H", "H", "H", "H", "H", "H", "H"], "coordinates": [[-0.594, 0.630, 0.269], [0.033, 4.878, -2.581], [1.516, 3.659, -1.754], [2.742, 4.238, -1.415], [3.733, 3.506, -0.817], [5.511, 4.484, -0.289], [3.539, 2.125, -0.552], [4.481, 1.292, 0.092], [4.185, -0.020, 0.324], [2.945, -0.519, -0.116], [2.050, 0.222, -0.716], [2.307, 1.531, -0.920], [1.195, 2.316, -1.486], [0.057, 1.802, -1.679], [2.897, 5.290, -1.618], [5.427, 1.709, 0.413], [4.886, -0.668, 0.834], [2.672, -1.558, 0.047], [-2.950, 2.719, -0.488], [-3.496, 1.983, -1.608], [-2.989, 2.292, -2.937], [-3.726, 1.255, -3.768], [-3.905, 0.137, -2.844], [-5.128, -0.596, -3.097], [-3.644, 0.605, -1.531], [-3.518, -0.022, -0.430], [-3.576, -1.465, -0.335], [-2.184, -2.093, -0.301], [-1.578, -1.909, -1.595], [-0.384, -2.213, -1.893], [0.650, -2.819, -1.170], [0.411, -3.782, -0.119], [1.727, -3.140, -2.092], [1.549, -2.083, -3.166], [0.107, -1.941, -3.173], [-0.454, -0.799, -3.870], [-1.895, 2.491, -0.286], [-3.036, 3.784, -0.718], [-3.525, 2.488, 0.406], [-1.901, 2.171, -2.975], [-3.239, 3.316, -3.219], [-3.171, 0.947, -4.657], [-4.704, 1.644, -4.086], [-5.061, -1.075, -4.077], [-6.004, 0.071, -3.103], [-5.299, -1.370, -2.359], [-4.099, -1.961, -1.155], [-4.097, -1.718, 0.595], [-2.310, -3.155, -0.041], [-1.597, -1.605, 0.493], [-0.210, -3.361, 0.666], [1.370, -4.038, 0.334], [-0.051, -4.706, -0.495], [1.590, -4.150, -2.511], [2.700, -3.098, -1.598], [1.923, -2.404, -4.140], [2.040, -1.147, -2.874], [-0.018, -0.758, -4.871], [-0.236, 0.135, -3.340], [-1.532, -0.918, -3.943], [-1.514, 0.838, 3.626], [-0.218, 0.419, 2.373], [0.211, -1.281, 2.934], [1.527, -1.747, 2.917], [1.824, -3.065, 3.230], [0.809, -3.954, 3.564], [-0.505, -3.508, 3.574], [-0.799, -2.188, 3.260], [1.190, 1.358, 3.109], [1.699, 1.118, 4.385], [2.763, 1.858, 4.876], [3.338, 2.855, 4.093], [2.833, 3.112, 2.828], [1.763, 2.369, 2.346], [-1.240, 0.578, 4.651], [-2.450, 0.350, 3.352], [-1.680, 1.914, 3.556], [2.330, -1.067, 2.658], [2.855, -3.399, 3.214], [1.040, -4.983, 3.809], [-1.307, -4.192, 3.826], [-1.833, -1.863, 3.257], [1.270, 0.328, 4.994], [3.153, 1.654, 5.866], [4.177, 3.426, 4.472], [3.277, 3.879, 2.204], [1.358, 2.561, 1.358]], "mulliken_charge": [-0.1760, -0.0625, -0.1609, -0.2789, 0.0626, 0.0178, 0.9103, -1.0344, -1.3213, -0.2205, 0.8606, -0.7191, -0.1143, -0.0648, 0.3230, 0.1471, 0.4423, 0.3924, -0.5137, -0.0496, 0.1071, -1.0787, 0.5005, -1.1351, 0.2502, -0.3111, -1.1557, -0.0281, -0.2582, 0.0920, 0.7714, -0.8624, -0.8722, -0.3601, -0.0972, -0.7443, -0.0366, 0.2904, 0.3103, -0.2164, 0.4058, 0.3459, 0.3965, 0.3080, 0.3752, 0.3404, -0.0089, 0.5011, 0.5806, -0.5419, -0.1001, 0.4471, 0.2741, 0.4565, 0.3980, 0.3497, 0.0195, 0.3284, -0.0448, 0.3788, -1.6762, 1.9170, 0.4175, -0.4176, -0.7541, -0.5585, -0.5571, -0.5876, -0.4058, -0.0902, -0.7610, -0.6373, -0.2960, -0.1445, 0.4095, 0.4995, 0.4313, 0.4379, 0.4104, 0.3468, 0.4011, 0.1722, 0.3682, 0.3906, 0.3924, 0.4434, 0.0325], "orbital_gap_ev": 5.8, "fmax_ev_per_a": 0.2, "total_charge": -1, "energy_ev": -77374.08008, "relative_energy_kj_mol": 0.0, "lumo_ev": 2.22}